(1)
A cluster of 16 separate species, C12H56O22 in total at a distorted geometry, computed with the ωB97M-V functional and the def2-TZVPD basis.

Structure (XYZ):
```
90
Properties=species:S:1:pos:R:3:mulliken_charge:R:1
O -14.058 15.651 -10.969 -0.742
H -13.214 15.194 -10.983 0.397
H -14.053 16.376 -10.354 0.273
O -10.876 19.165 -8.753 -0.702
H -10.975 20.098 -8.632 0.324
H -11.403 18.902 -9.477 0.112
O -15.024 18.434 -11.092 -0.568
H -15.228 18.069 -11.947 0.188
H -15.890 18.780 -10.866 0.235
O -12.156 22.775 -9.729 -0.647
H -11.947 23.006 -8.794 0.309
H -12.445 21.836 -9.739 0.433
O -10.261 22.275 -11.921 -0.599
H -10.691 21.678 -12.477 0.045
H -11.014 22.553 -11.470 0.454
O -14.234 17.798 -15.376 -0.620
H -13.477 17.213 -15.315 0.362
H -14.818 17.475 -14.661 0.285
O -12.355 15.671 -14.665 -0.607
H -11.659 15.722 -14.072 0.147
H -13.025 15.039 -14.393 0.299
O -13.437 20.352 -9.678 -0.437
H -14.111 20.620 -9.049 0.230
H -13.905 19.613 -10.067 0.040
O -8.616 21.622 -14.480 -0.506
H -8.502 21.344 -15.378 0.295
H -7.757 21.829 -14.079 0.255
O -12.450 19.909 -16.127 -0.609
H -13.316 20.174 -16.421 0.280
H -12.583 18.981 -16.021 0.246
C -14.116 20.898 -13.749 1.129
C -15.343 21.471 -13.028 -0.810
O -16.605 20.826 -13.264 -0.536
O -13.130 21.842 -13.528 -0.594
H -14.354 20.662 -14.775 -0.022
H -13.825 19.939 -13.221 -0.456
H -15.421 22.512 -13.351 0.435
H -14.970 21.478 -11.963 0.182
H -16.977 21.214 -14.060 0.342
H -12.362 21.393 -13.567 0.531
C -7.783 19.930 -10.113 -0.325
C -7.290 19.903 -11.478 0.714
O -6.599 18.729 -11.695 -0.546
O -8.523 21.051 -9.811 -0.496
H -6.928 19.615 -9.467 0.289
H -8.355 19.012 -9.959 0.064
H -6.568 20.733 -11.674 0.446
H -8.026 20.045 -12.250 -0.605
H -5.713 18.879 -11.999 0.297
H -9.209 20.906 -9.253 0.286
C -10.837 14.323 -10.566 0.225
C -9.648 13.601 -11.212 -0.913
O -9.607 12.233 -10.923 -0.596
O -12.193 13.821 -10.955 -0.601
H -10.666 15.380 -11.018 -0.058
H -10.835 14.453 -9.536 0.272
H -8.755 13.869 -10.758 0.375
H -9.608 13.548 -12.222 0.589
H -10.260 11.925 -11.533 0.351
H -12.268 12.936 -10.577 0.313
C -10.969 19.382 -12.432 1.117
C -11.616 18.036 -12.358 0.307
O -11.829 17.878 -10.998 1.462
O -10.967 19.973 -13.777 -1.077
H -9.952 19.444 -12.089 -0.677
H -11.513 19.963 -11.669 0.183
H -10.922 17.275 -12.737 -0.260
H -12.576 18.031 -12.882 0.261
H -12.249 17.014 -10.929 -1.173
H -11.628 19.489 -14.175 0.216
C -9.166 17.790 -15.189 0.352
C -8.422 16.713 -14.483 -0.550
O -9.299 15.609 -14.256 -0.526
O -8.420 18.890 -15.011 -0.633
H -10.197 18.011 -15.022 -0.174
H -9.086 17.543 -16.280 0.290
H -8.056 16.997 -13.543 0.276
H -7.606 16.254 -15.060 0.463
H -8.789 14.812 -14.128 0.285
H -9.003 19.521 -14.494 0.301
C -12.042 16.393 -6.820 -0.654
C -12.666 16.112 -8.166 0.653
O -13.694 17.024 -8.480 -0.491
O -10.925 15.538 -6.650 -0.511
H -12.906 16.373 -6.104 0.260
H -11.689 17.398 -6.876 0.361
H -13.169 15.179 -7.928 0.414
H -11.944 16.019 -9.001 -0.553
H -14.080 17.332 -7.629 0.301
H -10.387 15.830 -5.879 0.325
```

Results
HOMO-LUMO gap = 9.459 eV
E_HOMO = -9.44 eV
total charge = 0
ΔE to the lowest compared entry with this formula, charge and spin = 69.0 kcal per mole
largest force on an atom = 5.0 eV/Å


(2)
A structure of composition C12H6Br2Cl3F6N2O5RuS2Si, computed with the ωB97M-V functional and the def2-TZVPD basis.

Structure (XYZ):
```
40
Properties=species:S:1:pos:R:3:nbo_charge:R:1
Ru 0.692 -0.664 -0.798 0.793
F 1.217 1.524 2.558 -0.309
C 1.699 0.615 3.405 0.749
F 1.063 0.707 4.555 -0.282
F 2.992 0.831 3.582 -0.292
S 1.406 -1.099 2.705 2.232
O 0.358 -0.924 1.719 -0.982
O 1.224 -1.972 3.800 -0.839
N 2.813 -1.426 1.961 -1.147
S 2.943 -1.076 0.488 2.157
O 2.381 -2.016 -0.507 -0.877
O 2.353 0.261 0.096 -0.884
C 4.779 -1.021 0.231 0.803
F 5.280 -0.086 1.008 -0.274
F 4.986 -0.728 -1.041 -0.285
F 5.275 -2.201 0.524 -0.269
C 0.427 2.738 -0.868 -0.675
C -0.864 2.009 -0.698 0.327
C -2.071 2.715 -0.526 -0.249
C -3.263 2.060 -0.378 -0.056
C -3.285 0.652 -0.385 -0.136
C -4.427 -0.182 -0.235 -0.026
Br -6.120 0.590 0.004 0.151
C -4.317 -1.547 -0.261 -0.246
C -3.061 -2.164 -0.436 -0.086
Br -2.925 -4.022 -0.473 0.186
C -1.943 -1.382 -0.573 0.258
O -0.699 -1.876 -0.753 -0.463
C -2.052 0.014 -0.551 0.139
N -0.870 0.680 -0.711 -0.422
H 0.299 3.793 -0.645 0.247
H 0.776 2.648 -1.898 0.251
H 1.196 2.328 -0.213 0.256
H -2.030 3.794 -0.512 0.245
H -4.184 2.613 -0.250 0.253
H -5.194 -2.167 -0.146 0.263
Cl 1.314 -2.861 -3.656 -0.254
Si 0.682 -1.070 -3.047 1.290
Cl 2.123 0.394 -3.040 -0.253
Cl -0.972 -0.483 -4.035 -0.292
```

Results
HOMO-LUMO gap (spin up / spin down) = 5.929 / 5.772 eV
E_HOMO (spin up / spin down) = -12.03 / -12.03 eV
total charge = +1
largest force on an atom = 0.6 eV/Å


(3)
An isolated molecule of C12H6N2O5S at a distorted geometry, computed with the ωB97M-V functional and the def2-TZVPD basis.

Structure (XYZ):
```
26
Properties=species:S:1:pos:R:3:nbo_charge:R:1
O 0.869 -3.199 -4.029 -0.506
O 0.664 2.139 4.677 -0.690
O -0.427 3.956 3.946 -0.716
N 0.266 0.879 2.318 -0.389
O -0.113 -3.966 -2.118 -0.641
O 1.158 -1.709 2.095 -0.651
S -0.786 0.848 -2.774 0.547
C 0.305 -2.964 -2.965 0.744
C 0.088 2.809 3.781 0.656
C -0.361 -0.648 -3.442 -0.334
C 0.087 -1.585 -2.553 -0.019
C -0.095 2.171 2.450 0.211
C -0.676 2.864 1.395 -0.173
C 0.678 -0.997 1.011 0.411
C -0.801 2.229 0.154 -0.145
C 0.660 -1.668 -0.191 -0.143
C -0.270 0.228 -1.237 0.080
C 0.200 0.282 1.135 0.099
C -0.309 0.918 -0.009 -0.130
N 0.158 -1.035 -1.268 -0.265
H -0.680 -3.592 -1.436 0.486
H 1.111 -1.109 2.868 0.530
H -0.433 -0.805 -4.510 0.283
H -1.081 3.868 1.530 0.276
H -1.295 2.760 -0.629 0.219
H 1.082 -2.674 -0.198 0.261
```

Results
HOMO-LUMO gap = 5.553 eV
E_HOMO = -7.59 eV
total charge = 0
largest force on an atom = 4.4 eV/Å